# 1
102
Properties=species:S:1:pos:R:3:lowdin_charge:R:1 method="wB97M-V/def2-TZVPD" homo_energy_ev=-8.2 e_lumo_ha=-0.0545 multiplicity=1 charge=0
C -1.8517 -3.9416 6.7981 0.03
C -2.0063 -2.6889 7.3483 -0.15
C -3.3254 -2.1276 7.6284 -0.09
C -3.7336 -0.8661 7.3962 -0.09
C -2.8288 0.1379 6.7641 -0.10
C -2.9085 0.1144 5.2374 -0.73
O -3.5119 0.9414 4.6245 0.05
Br -1.9865 -1.2941 4.2363 0.75
C -5.1025 -0.4657 7.8235 -0.27
O -5.3530 0.7199 7.9985 0.12
C -6.1512 -1.4954 8.0453 -0.10
C -7.5673 -1.0320 8.0321 -0.18
C -8.0328 -0.5013 6.6564 -0.07
C -5.7650 -2.7630 8.2448 -0.11
C -6.6538 -3.9498 8.4490 -0.16
C -6.3325 -4.9963 7.3355 -0.07
C -4.3034 -3.0726 8.2822 -0.28
O -3.9158 -4.0606 8.8685 0.13
H -2.0827 -4.1901 5.7682 0.05
H -1.4334 -4.7304 7.4201 0.07
H -1.1163 -2.1221 7.6187 0.12
H -1.7901 -0.0514 7.0369 0.12
H -3.0509 1.1583 7.0586 0.13
H -8.2746 -1.7645 8.3979 0.10
H -7.6267 -0.1908 8.7246 0.12
H -9.0872 -0.7476 6.5364 0.07
H -7.5159 -0.9674 5.8220 0.08
H -7.9740 0.5811 6.6265 0.07
H -7.7068 -3.7203 8.3815 0.10
H -6.3751 -4.4106 9.3934 0.12
H -5.5827 -5.7112 7.6531 0.07
H -5.8785 -4.4546 6.5026 0.08
H -7.2250 -5.4729 6.9444 0.07
C -6.1204 -0.4040 -2.4589 -0.11
O -4.9402 0.3067 -2.1551 -0.20
C -5.0404 1.7050 -2.3688 -0.20
C -4.3494 2.4917 -1.2736 -0.18
O -4.9873 2.4622 -0.0067 -0.12
C -4.9811 1.2517 0.7380 -0.17
C -3.6317 0.8311 1.2767 -0.20
O -2.7781 0.3777 0.2357 -0.19
C -1.4463 0.8234 0.3495 -0.11
H -6.2245 -0.5394 -3.5411 0.09
H -6.0497 -1.3821 -1.9846 0.09
H -7.0066 0.1051 -2.0655 0.09
H -6.0871 2.0203 -2.4319 0.12
H -4.5456 1.9335 -3.3221 0.13
H -4.3685 3.5424 -1.5743 0.13
H -3.2979 2.2111 -1.1922 0.11
H -5.4537 0.4424 0.1793 0.12
H -5.6243 1.4488 1.5995 0.13
H -3.7681 0.0036 1.9807 0.10
H -3.1813 1.6678 1.8203 0.12
H -1.3972 1.8887 0.6017 0.09
H -0.9686 0.6824 -0.6184 0.05
H -0.9059 0.2376 1.1019 0.08
C -0.2661 0.5936 -3.3076 -0.11
O 0.6195 1.6856 -3.4477 -0.19
C 1.3179 2.0158 -2.2598 -0.20
C 2.7633 2.3740 -2.5398 -0.18
O 3.5898 1.2912 -2.9374 -0.12
C 3.3906 0.7125 -4.2196 -0.18
C 3.7785 1.5870 -5.3924 -0.19
O 2.8666 2.6606 -5.5669 -0.20
C 3.4843 3.8910 -5.8708 -0.12
H -1.1882 0.9139 -2.8112 0.08
H -0.5068 0.2294 -4.3054 0.09
H 0.1942 -0.2267 -2.7462 0.09
H 1.2859 1.1901 -1.5406 0.12
H 0.8257 2.8906 -1.8141 0.13
H 3.1934 2.7272 -1.5989 0.13
H 2.8336 3.2037 -3.2443 0.11
H 2.3735 0.3335 -4.3269 0.12
H 4.0483 -0.1607 -4.2392 0.12
H 3.7670 0.9859 -6.3096 0.13
H 4.7995 1.9553 -5.2426 0.12
H 4.3521 4.0741 -5.2276 0.09
H 2.7562 4.6817 -5.6920 0.09
H 3.7924 3.9246 -6.9216 0.09
C 10.2316 -2.4647 -6.8793 -0.11
O 10.1286 -1.0736 -6.6645 -0.20
C 9.4257 -0.3853 -7.6851 -0.20
C 8.5184 0.6893 -7.1198 -0.18
O 7.3797 0.2174 -6.4125 -0.13
C 7.6037 -0.4162 -5.1555 -0.18
C 8.0989 0.4970 -4.0535 -0.19
O 9.4418 0.9022 -4.2635 -0.20
C 9.6817 2.2608 -3.9703 -0.11
H 11.0104 -2.6868 -7.6169 0.09
H 10.4999 -2.9275 -5.9305 0.09
H 9.2788 -2.8899 -7.2118 0.09
H 8.8293 -1.0779 -8.2883 0.12
H 10.1679 0.0976 -8.3340 0.13
H 8.1117 1.2444 -7.9692 0.13
H 9.0823 1.4067 -6.5233 0.11
H 8.2439 -1.2906 -5.2724 0.12
H 6.6247 -0.7910 -4.8449 0.12
H 8.0571 -0.0461 -3.1011 0.13
H 7.4345 1.3652 -3.9801 0.12
H 8.8972 2.9049 -4.3822 0.09
H 10.6276 2.5387 -4.4339 0.09
H 9.7575 2.4196 -2.8891 0.09

---

# 2
17
Properties=species:S:1:pos:R:3:lowdin_charge:R:1 method="wB97M-V/def2-TZVPD" relative_energy_ev=0.587 homo_energy_ev=-9.9 e_lumo_ha=0.0311 multiplicity=1 charge=0
C -2.6882 -0.5908 -0.5062 0.00
C -1.2740 -0.1246 -0.8037 -0.57
N -0.7985 -0.5514 -2.0633 0.13
O -0.6298 0.7164 -0.2296 0.04
H -2.8152 -0.6259 0.5679 0.08
H -2.9577 -1.4253 -1.1281 0.07
H -3.2600 0.2642 -0.8885 0.09
H 0.1875 -0.4105 -2.1882 0.09
H -1.1233 -1.4710 -2.3309 0.08
C 2.1845 0.3990 0.8983 -0.18
C 2.7136 0.2949 2.3616 -0.16
H 2.9941 0.2900 0.1615 0.06
H 1.5445 -0.4586 0.7317 0.05
H 1.8460 1.4215 0.7722 0.06
H 3.3501 -0.5735 2.5225 0.06
H 1.7823 0.1332 2.9103 0.06
H 3.1543 1.2164 2.7179 0.05

---

# 3
14
Properties=species:S:1:pos:R:3:lowdin_charge:R:1 method="wB97M-V/def2-TZVPD" relative_energy_ev=5.601 homo_energy_ev=-7.7 e_lumo_ha=0.0261 multiplicity=1 charge=0
C 0.1446 1.5296 -0.0700 -0.37
C 0.7845 0.5171 0.9280 -0.12
O -0.2125 -0.4813 1.3129 -0.02
C -0.8132 -1.0371 0.2959 -0.21
C -0.3143 -1.0229 -1.0086 -0.04
O -0.7185 0.9641 -0.9587 -0.27
H -0.3651 2.3006 0.5455 0.11
H 1.0226 2.0506 -0.5188 0.11
H 1.6498 -0.0207 0.5217 0.11
H 1.0835 0.9808 1.8703 0.12
H -1.7998 -1.4403 0.5094 0.16
H -0.1875 -2.2388 -0.3686 0.20
H -0.9907 -1.2901 -1.8113 0.12
H 0.7166 -0.8116 -1.2476 0.10

---

# 4
174
Properties=species:S:1:pos:R:3:lowdin_charge:R:1 method="wB97M-V/def2-TZVPD" homo_energy_ev=-8.6 e_lumo_ha=0.0147 multiplicity=1 charge=0
C 2.1017 3.6314 3.2930 -0.10
C 1.7281 2.1010 3.1176 -0.24
C 0.2733 1.7326 3.6151 -0.17
C -0.6843 1.2333 2.4335 -0.25
C -0.2042 -0.2253 2.0863 -0.07
C -2.2033 1.3719 2.8409 -0.39
C -2.6871 2.8337 2.4074 -0.20
N -1.9358 3.9162 3.0700 0.03
O -2.2934 1.1401 4.2642 -0.23
C -3.4470 1.7005 4.8504 -0.57
Cl -3.8186 0.6540 6.3193 0.53
C -3.2065 0.3567 2.1169 -0.52
Cl -3.2518 -1.1878 3.0911 0.70
N -2.9646 0.1816 0.6758 -0.16
C -2.9919 -1.2236 0.2176 -0.24
C -2.8472 -1.3886 -1.3628 -0.16
C -2.8797 -2.9704 -1.6231 -0.20
C -2.0552 -3.3780 -2.8976 -0.21
C -0.5008 -3.2709 -2.7185 -0.20
C 0.2940 -3.7525 -4.0167 -0.19
C 1.0154 -2.5643 -4.7594 -0.21
C 2.2648 -2.9940 -5.6147 -0.20
C 3.0984 -1.6574 -5.8770 -0.21
C 4.3679 -1.8936 -6.7725 -0.21
O 4.8643 -0.7120 -7.4387 -0.21
C 4.6838 0.4754 -6.6634 -0.14
C -3.7686 1.0838 -0.1546 -0.15
C -2.8863 1.8940 -1.1900 -0.18
C -3.5917 2.9775 -1.8943 -0.03
C -2.8535 3.8086 -2.8340 -0.04
C -1.4262 3.5425 -3.0517 -0.26
C -0.6512 4.4805 -4.0302 -0.08
C -0.7162 2.4519 -2.3979 -0.02
C -1.4894 1.6256 -1.4488 -0.04
H 1.9049 4.1414 2.3114 0.07
H 1.5328 4.0764 4.1431 0.06
H 3.2041 3.6794 3.5072 0.07
H 2.4549 1.5185 3.7558 0.10
H 1.8769 1.7161 2.0745 0.10
H -0.1927 2.5183 4.2528 0.08
H 0.3881 0.8259 4.2806 0.12
H -0.4616 1.8772 1.5375 0.14
H -0.5173 -0.5125 1.0546 0.06
H 0.9245 -0.2426 2.0839 0.08
H -0.5013 -0.9815 2.8640 0.08
H -3.8051 2.9536 2.4649 0.10
H -2.4312 2.9015 1.3087 0.12
H -2.3557 4.7969 2.7723 0.08
H -1.9378 3.8380 4.0853 0.06
H -4.3761 1.6554 4.2156 0.06
H -3.3216 2.7336 5.2549 0.09
H -4.2400 0.8012 2.2324 0.09
H -2.1276 -1.8126 0.6297 0.10
H -3.9802 -1.7225 0.4597 0.12
H -3.7249 -0.9766 -1.9139 0.11
H -1.8555 -1.0470 -1.7415 0.09
H -2.4023 -3.4631 -0.7366 0.10
H -3.9531 -3.3088 -1.6676 0.11
H -2.3322 -2.8018 -3.8219 0.12
H -2.2744 -4.4632 -3.1259 0.11
H -0.1367 -2.2254 -2.5116 0.09
H -0.1360 -3.9080 -1.8718 0.11
H 1.0248 -4.5712 -3.7781 0.11
H -0.4551 -4.2138 -4.7267 0.10
H 0.2862 -2.0853 -5.4665 0.11
H 1.3910 -1.8223 -3.9963 0.11
H 2.0037 -3.4597 -6.6049 0.11
H 2.9540 -3.7147 -5.0973 0.10
H 3.3962 -1.2546 -4.8757 0.10
H 2.3637 -0.9327 -6.3299 0.12
H 4.1049 -2.6151 -7.5927 0.13
H 5.1974 -2.3143 -6.1268 0.12
H 3.6459 0.8775 -6.8458 0.09
H 4.9281 0.3659 -5.5771 0.09
H 5.3766 1.2701 -7.0630 0.09
H -4.2944 1.8897 0.4348 0.11
H -4.6016 0.5629 -0.7147 0.13
H -4.6702 3.2045 -1.7502 0.11
H -3.3047 4.6627 -3.3847 0.10
H -0.9301 5.5383 -3.7521 0.08
H 0.4407 4.3844 -3.7941 0.07
H -0.8941 4.3298 -5.1086 0.08
H 0.3607 2.2399 -2.5873 0.10
H -1.0087 0.7802 -0.9116 0.09
C 6.5337 4.2634 8.5412 -0.06
C 5.5593 5.4250 8.5806 -0.21
O 4.4869 5.2319 7.6475 0.04
C 3.5424 4.3658 8.0275 -0.60
O 3.5136 3.7529 9.0647 0.12
O 2.6446 4.2719 7.0380 0.00
C 1.6280 3.2964 7.2716 -0.04
H 6.8873 4.0935 7.5219 0.08
H 7.3907 4.4556 9.1880 0.08
H 6.0588 3.3379 8.8707 0.07
H 6.0743 6.3377 8.2790 0.12
H 5.1693 5.5916 9.5867 0.12
H 1.1362 3.4562 8.2313 0.10
H 2.0575 2.2947 7.2231 0.10
H 0.8841 3.3923 6.4820 0.08
C 8.6058 8.3792 13.4938 -0.07
C 8.7755 6.9975 14.0941 -0.21
O 7.5215 6.4663 14.5413 0.04
C 6.7173 5.9995 13.5800 -0.60
O 6.9543 5.9840 12.3988 0.11
O 5.5841 5.5803 14.1548 0.01
C 4.5887 5.1479 13.2251 -0.04
H 8.0955 9.0420 14.1956 0.08
H 9.5748 8.8099 13.2376 0.08
H 7.9973 8.3445 12.5888 0.07
H 9.4150 7.0621 14.9752 0.12
H 9.2562 6.3100 13.3951 0.12
H 4.9826 4.3937 12.5438 0.10
H 4.2033 6.0033 12.6684 0.10
H 3.7730 4.7075 13.7957 0.09
C 5.2994 -4.8519 -3.4773 -0.06
C 5.0189 -3.5803 -2.7011 -0.21
O 4.2420 -3.8517 -1.5277 0.03
C 4.9141 -4.3856 -0.5014 -0.60
O 6.0897 -4.6455 -0.4792 0.12
O 4.0436 -4.6095 0.4910 0.00
C 4.6112 -5.2744 1.6196 -0.04
H 4.3686 -5.3786 -3.6998 0.08
H 5.8141 -4.6272 -4.4130 0.08
H 5.9224 -5.5371 -2.9006 0.08
H 4.4246 -2.9048 -3.3191 0.10
H 5.9399 -3.0544 -2.4410 0.13
H 5.4942 -4.7505 1.9856 0.10
H 4.8574 -6.3047 1.3592 0.10
H 3.8613 -5.2840 2.4088 0.09
C -10.1796 2.0516 -1.0337 -0.07
C -9.5726 3.3659 -0.5841 -0.21
O -9.2169 3.3275 0.8049 0.04
C -8.0976 2.6595 1.0948 -0.59
O -7.3738 2.1042 0.3061 0.11
O -7.9299 2.6874 2.4236 0.02
C -6.8182 1.9192 2.8768 -0.05
H -11.0201 1.7784 -0.3925 0.08
H -10.5266 2.1204 -2.0655 0.08
H -9.4540 1.2393 -0.9706 0.07
H -10.3113 4.1609 -0.6914 0.12
H -8.7097 3.6415 -1.1938 0.12
H -5.9021 2.2039 2.3581 0.06
H -7.0216 0.8555 2.7416 0.11
H -6.6884 2.1142 3.9407 0.10
C -0.5078 -1.2650 -9.6319 -0.06
C -0.3612 -2.6587 -9.0545 -0.21
O -1.6282 -3.1822 -8.6354 0.03
C -2.4269 -3.6256 -9.6107 -0.61
O -2.1791 -3.6315 -10.7888 0.13
O -3.5708 -4.0374 -9.0468 -0.03
C -4.5644 -4.4476 -9.9874 -0.04
H -1.0227 -0.6099 -8.9259 0.08
H 0.4693 -0.8396 -9.8652 0.08
H -1.1026 -1.2771 -10.5464 0.08
H 0.2657 -2.6161 -8.1622 0.10
H 0.1241 -3.3380 -9.7584 0.13
H -4.1744 -5.1995 -10.6740 0.10
H -4.9360 -3.5821 -10.5371 0.10
H -5.3893 -4.8844 -9.4264 0.10
C -2.1576 -8.0425 -8.4198 -0.06
C -2.4353 -6.7623 -7.6557 -0.20
O -3.1974 -7.0215 -6.4689 0.04
C -2.5110 -7.5383 -5.4449 -0.60
O -1.3336 -7.7930 -5.4330 0.12
O -3.3682 -7.7524 -4.4376 0.00
C -2.7827 -8.3988 -3.3078 -0.05
H -3.0884 -8.5759 -8.6252 0.08
H -1.6548 -7.8267 -9.3639 0.08
H -1.5248 -8.7184 -7.8423 0.07
H -3.0392 -6.0978 -8.2737 0.10
H -1.5135 -6.2290 -7.4128 0.13
H -1.8974 -7.8656 -2.9607 0.09
H -2.5349 -9.4315 -3.5570 0.10
H -3.5221 -8.4008 -2.5086 0.09

---

# 5
32
Properties=species:S:1:pos:R:3:lowdin_charge:R:1 method="wB97M-V/def2-TZVPD" relative_energy_ev=0.000 homo_energy_ev=-8.7 e_lumo_ha=0.0141 multiplicity=1 charge=0
O -0.9670 -1.8498 -1.0210 0.08
C -0.8675 -0.7003 -1.3898 -0.41
N 0.2139 0.0890 -0.9388 0.16
C 0.3756 1.3945 -1.2436 -0.64
S 1.7705 2.2248 -0.5336 0.96
C 1.2827 2.1718 1.2532 -0.39
C 1.1788 0.7855 1.7912 -0.34
C 2.3166 -0.0103 1.9032 -0.05
C 2.2272 -1.3097 2.3635 -0.09
C 0.9874 -1.8248 2.7159 -0.67
Cl 0.8704 -3.4464 3.2895 0.69
C -0.1562 -1.0483 2.6116 -0.09
C -0.0552 0.2510 2.1487 -0.05
N -0.4022 2.0563 -2.0290 0.12
C -1.4427 1.3613 -2.5474 -0.23
C -1.7161 0.0554 -2.2674 -0.09
C -2.9338 -0.4168 -2.9966 -0.12
C -3.5647 0.8913 -3.5132 -0.16
C -2.4370 1.9391 -3.5028 -0.11
H 0.8808 -0.3767 -0.3321 0.14
H 2.0819 2.7328 1.7361 0.08
H 0.3455 2.7191 1.3415 0.08
H 3.2754 0.3960 1.6164 0.12
H 3.1101 -1.9231 2.4488 0.11
H -1.1152 -1.4596 2.8819 0.11
H -0.9466 0.8554 2.0633 0.12
H -3.6018 -0.9835 -2.3485 0.12
H -2.6380 -1.0748 -3.8178 0.12
H -3.9983 0.7694 -4.5036 0.10
H -4.3585 1.2047 -2.8344 0.11
H -2.7716 2.9276 -3.1920 0.12
H -1.9688 2.0422 -4.4845 0.12

---

# 6
105
Properties=species:S:1:pos:R:3:lowdin_charge:R:1 method="wB97M-V/def2-TZVPD" relative_energy_ev=2.671 homo_energy_ev="-6.3 / -6.1" e_lumo_ha="-0.0746 / -0.0867" multiplicity=2 charge=0
Pt -0.1314 0.5003 -0.9113 0.72
Br 5.6312 7.0304 -2.9946 0.74
C 6.0398 5.2808 -2.3618 -0.66
C 5.3773 4.7940 -1.2416 -0.11
C 5.7025 3.5530 -0.7556 0.00
C 6.6992 2.7641 -1.3810 -0.30
C 7.3481 3.2842 -2.5213 -0.01
C 7.0119 4.5229 -3.0090 -0.12
N 6.9907 1.5108 -0.9919 0.09
N 6.3718 0.8935 -0.0667 0.12
C 5.0984 0.5879 0.0441 -0.23
C 4.5905 0.1122 1.2749 0.03
C 3.2458 0.0034 1.5074 0.04
C 2.2898 0.3802 0.5389 -0.30
O 1.0236 0.2933 0.7868 -0.14
C 2.7760 0.8378 -0.7270 -0.15
N 1.8812 1.2618 -1.6401 0.02
C 2.2387 1.4960 -2.8777 -0.10
C 3.5514 1.3167 -3.3072 0.00
C 4.5154 0.9927 -2.3722 0.01
C 4.1577 0.8056 -1.0368 -0.07
H 4.6031 5.3748 -0.7611 0.10
H 5.1848 3.1780 0.1136 0.12
H 8.0889 2.6814 -3.0229 0.12
H 7.4963 4.9067 -3.8947 0.10
H 5.2927 -0.1304 2.0551 0.12
H 2.8880 -0.3543 2.4605 0.13
H 1.4550 1.8089 -3.5547 0.12
H 3.8011 1.4294 -4.3486 0.11
H 5.5407 0.8605 -2.6802 0.11
C -4.4642 -0.5359 -0.3228 -0.05
N -3.2946 -0.0363 -1.0008 -0.03
C -2.7878 -0.3777 -2.1799 -0.77
S -1.5544 0.6299 -2.8339 0.65
N -3.2727 -1.3611 -2.9415 -0.01
C -3.8407 -2.5927 -2.4179 -0.07
H -4.8170 0.2520 0.3416 0.09
H -4.2406 -1.4170 0.2799 0.09
H -5.2439 -0.7651 -1.0443 0.08
H -2.7150 0.5944 -0.4538 0.03
H -2.8179 -1.4514 -3.8394 0.12
H -4.9302 -2.5522 -2.3918 0.08
H -3.4381 -2.7695 -1.4224 0.07
H -3.5382 -3.4309 -3.0426 0.07
C -2.3664 3.4622 -0.8837 -0.25
Ge -1.0162 2.4407 0.2044 0.84
C 0.3572 3.7384 0.8208 -0.30
C 1.2670 3.3618 1.8024 -0.12
C 2.2186 4.2507 2.2684 -0.09
C 2.2637 5.5416 1.7675 -0.11
C 1.3620 5.9319 0.7920 -0.10
C 0.4231 5.0319 0.3172 -0.11
C -1.9681 1.7109 1.8170 -0.24
C -1.9322 0.3496 2.0094 -0.14
C -2.5710 -0.2612 3.0975 -0.08
C -3.2820 0.4940 3.9860 -0.04
C -3.3661 1.8931 3.8269 -0.17
C -4.1128 2.6895 4.7213 -0.04
C -4.1799 4.0449 4.5643 -0.09
C -3.4721 4.6643 3.5236 -0.08
C -2.7371 3.9183 2.6450 -0.04
C -2.6803 2.5138 2.7461 -0.17
H -2.6780 4.3640 -0.3684 0.00
H -3.2565 2.8721 -1.0852 0.00
H -1.9395 3.7443 -1.8413 0.00
H 1.2216 2.3605 2.2052 0.09
H 2.9229 3.9402 3.0287 0.10
H 2.9963 6.2428 2.1421 0.10
H 1.3904 6.9412 0.4038 0.10
H -0.2738 5.3424 -0.4485 0.09
H -1.3730 -0.2736 1.3158 0.06
H -2.4910 -1.3322 3.2240 0.10
H -3.7831 0.0328 4.8260 0.11
H -4.6329 2.2042 5.5358 0.11
H -4.7661 4.6466 5.2432 0.10
H -3.5106 5.7387 3.4244 0.10
H -2.1675 4.3996 1.8647 0.08
C -2.6821 -6.6338 3.5574 -0.05
C -2.4501 -6.6135 2.0790 -0.27
C -1.4826 -7.4275 1.4987 -0.02
C -1.2476 -7.3862 0.1356 -0.05
C -1.9907 -6.5262 -0.6492 -0.30
C -2.9808 -5.7370 -0.1017 -0.05
C -3.2117 -5.7832 1.2612 -0.02
S -1.5729 -6.3830 -2.3737 0.67
O -2.3964 -5.3637 -2.9826 -0.31
O -1.5404 -7.6638 -3.0115 -0.29
N 0.0238 -5.9057 -2.2084 -0.14
C 0.2216 -4.6023 -1.6068 -0.22
C -0.0346 -3.4320 -2.5545 -0.09
C -0.0708 -2.1217 -1.7723 -0.72
O 0.8787 -1.3345 -1.9358 -0.09
O -1.0467 -1.8820 -1.0219 -0.09
H -1.8386 -7.0825 4.0753 0.08
H -3.5778 -7.2120 3.7843 0.09
H -2.8276 -5.6244 3.9354 0.08
H -0.8998 -8.0893 2.1235 0.11
H -0.4904 -7.9967 -0.3279 0.12
H -3.5469 -5.0924 -0.7537 0.10
H -3.9800 -5.1642 1.7008 0.12
H 0.5403 -6.0449 -3.0656 0.12
H 1.2460 -4.5566 -1.2230 0.13
H -0.4704 -4.5472 -0.7607 0.11
H -0.9949 -3.5908 -3.0430 0.09
H 0.7520 -3.3657 -3.3087 0.12

---

no.,energy (eV)
1,-128711.475
2,-7863.967
3,-8367.681
4,-124486.267
5,-43115.405
6,-218031.198